Entry from OMol25: C46H61AsBF4Ge2RhSb2 as an isolated structure (the ωB97M-V functional and the def2-TZVPD basis).

As for the charge: +2. The calculation puts the largest force on an atom at 3.9 eV/A. The calculation puts the energy at -250177.92724 eV. As for the spin multiplicity: 5. For the orbital gap (spin up / spin down), the calculation gives 8.531 / 6.301 eV.

Each line ends with the Löwdin charge.
CARTESIAN COORDINATES (ANGSTROEM)
1 Sb 0.62857 -2.95981 2.12795  1.408
2 Sb -2.65879 -0.13439 1.72387  1.374
3 Rh -0.00853 -0.24808 2.15325  0.390
4 As 1.07661 1.14817 3.85554  1.281
5 Ge 0.66036 -0.43260 -5.33829  1.094
6 Ge 0.53845 2.30142 -4.94482  1.059
7 F 0.75087 0.91214 0.32939  -0.099
8 F 2.67009 -0.45817 0.11016  0.150
9 F 0.67716 -1.12551 -0.84327  0.080
10 F 1.93065 0.61134 -1.72716  0.109
11 C -1.92395 -4.10399 4.25619  -0.096
12 C -4.09654 -2.54568 4.01066  -0.058
13 C 0.43862 2.86733 -3.05713  -0.371
14 C -0.30017 3.26430 5.11045  -0.103
15 C -3.45795 -0.09300 -5.87590  0.020
16 C -3.07630 -2.41183 -7.41232  -0.068
17 C -3.36285 -2.76218 2.85256  -0.300
18 C 0.51906 3.82582 2.89189  -0.104
19 C -0.53310 4.02907 -2.78755  -0.187
20 C -1.02748 1.73979 -5.81431  -0.227
21 C 3.50356 -0.03200 -6.04962  -0.171
22 C 0.79888 0.34871 5.58980  -0.403
23 C -3.75658 -3.02583 5.27988  -0.051
24 C -2.15498 -0.44896 -6.36402  -0.292
25 C 1.55353 -3.65605 3.88553  -0.282
26 C 4.90621 2.40781 3.08477  -0.078
27 C 2.96845 1.11340 3.61621  -0.376
28 C 0.81913 -1.90030 -4.10199  -0.376
29 C -1.24548 -3.96666 1.92712  -0.318
30 C 1.77114 -3.78010 0.53273  -0.253
31 C 3.65704 2.30901 3.56979  -0.128
32 C -2.65216 -3.83927 5.36427  -0.095
33 C 1.31027 -3.13713 -4.77868  -0.169
34 C 0.35930 -0.84152 8.08523  -0.071
35 C -3.67147 -2.01432 1.57604  -0.274
36 C -2.26255 -3.63294 3.00323  -0.290
37 C 1.32222 0.17676 7.94859  -0.033
38 C -4.35379 -2.05471 -7.03852  -0.080
39 C -1.98833 -1.60088 -7.09575  -0.053
40 C -3.89244 0.94874 2.84580  -0.360
41 C 1.55997 3.27955 -7.54818  -0.146
42 C 2.11505 -0.26169 -6.63861  -0.358
43 C 5.52571 1.24136 2.68661  -0.039
44 C -1.06914 0.37476 -5.95316  -0.361
45 C -0.34451 -1.32502 7.02529  -0.075
46 C -0.12131 -0.65705 5.82473  -0.130
47 C -0.75304 5.40646 4.10928  -0.086
48 C -0.03234 5.10099 2.97731  -0.063
49 C 4.82814 0.01249 2.68049  -0.063
50 C -4.55754 -0.91197 -6.30220  -0.051
51 C -2.80555 1.02855 -0.11792  -0.262
52 C 1.53923 0.74931 6.67933  -0.101
53 C 0.43076 2.95922 3.98435  -0.389
54 C 3.53506 -0.04303 3.10041  -0.138
55 C 2.02252 3.11808 -6.08104  -0.289
56 C -0.83102 4.55300 5.19047  -0.068
57 B 1.54127 -0.05668 -0.55246  -1.229
58 H 0.89450 -3.51561 4.76746  0.016
59 H 1.42175 3.12766 -2.57424  0.089
60 H -0.64207 4.44464 -1.77759  0.068
61 H -1.18447 6.40335 4.20471  0.118
62 H 0.60394 -3.52910 -5.50500  0.066
63 H 1.12754 -4.05902 -0.23208  -0.017
64 H -2.30076 -4.33886 6.26550  0.121
65 H 1.49767 -1.56371 -3.33584  0.045
66 H -4.94718 -1.83274 3.98398  0.125
67 H 3.61358 0.57424 -5.15819  0.055
68 H 6.47358 1.26689 2.16298  0.114
69 H 5.30736 -0.88507 2.26997  0.122
70 H -3.75224 0.63711 3.92710  0.045
71 H -1.20764 5.02061 6.13439  0.132
72 H -1.00463 -1.98491 -7.41849  0.118
73 H -3.45369 0.77087 -5.18759  0.112
74 H -0.13264 -1.96426 -3.50175  0.092
75 H 2.43070 -4.62366 0.82106  0.042
76 H 2.43813 -3.05542 3.98193  -0.009
77 H 3.87975 -1.05107 -5.66921  0.097
78 H 0.20996 -1.22345 9.10536  0.123
79 H 4.21663 0.34496 -6.80173  0.088
80 H 1.68233 0.59133 -7.19143  0.031
81 H 2.07021 -1.13499 -7.33000  0.092
82 H 2.39758 -3.00252 0.10427  0.002
83 H 1.03883 4.21843 -7.67688  0.075
84 H -0.24089 4.92726 -3.40807  0.078
85 H -3.10802 0.34844 -0.93844  0.016
86 H -0.36162 2.66047 6.04622  0.118
87 H -1.93352 2.38853 -6.04394  0.104
88 H 1.11418 3.53440 2.03548  0.105
89 H -0.92084 -2.18363 7.20863  0.087
90 H 5.45139 3.35067 3.19471  0.127
91 H 0.05389 5.86141 2.22025  0.111
92 H 1.80122 0.58544 8.81417  0.106
93 H -0.95267 -5.06270 2.04873  0.097
94 H 0.98812 2.44613 -7.91665  0.045
95 H -4.71134 -1.65447 1.48957  0.078
96 H -5.19896 -2.70869 -7.26845  0.121
97 H -4.38622 -2.71689 6.11241  0.119
98 H -1.58107 -3.93715 0.87402  0.068
99 H 2.46343 3.32166 -8.14522  0.077
100 H 2.99489 -0.99479 3.00961  0.069
101 H 2.30679 1.50238 6.61536  0.110
102 H 2.70987 2.28363 -5.93238  0.008
103 H 3.10493 3.23625 3.93312  0.129
104 H 0.03052 2.02593 -2.47943  0.039
105 H -3.72277 1.97351 2.57094  0.009
106 H -5.52110 -0.62196 -6.03694  0.085
107 H -1.54098 3.74582 -3.19730  0.072
108 H -3.68534 1.66307 -0.00571  0.006
109 H -0.70543 -1.07407 4.93214  0.087
110 H 2.40646 3.99009 -5.59401  0.060
111 H -2.90091 -3.40464 -7.86264  0.123
112 H 2.30694 -2.99968 -5.19094  0.065
113 H -4.97813 0.86807 2.62716  0.049
114 H -3.34300 -2.54463 0.69812  0.053
115 H 1.38363 -3.98041 -3.99566  0.109
116 H 1.80438 -4.70095 3.71485  0.026
117 H -1.86218 1.57455 -0.33342  0.006
118 H -0.96435 -4.70498 4.26875  0.124



Entry from OMol25: a 2-piece molecular cluster, C3H3N2O7 overall (the ωB97M-V functional and the def2-TZVPD basis).

As for the charge: -1. The calculation puts the largest force on an atom at 5.5 eV/A. The calculation puts the energy at -20467.28121 eV. For the orbital gap, the calculation gives 8.166 eV.

Each line ends with the Löwdin charge.
CARTESIAN COORDINATES (ANGSTROEM)
1 O -0.84235 -2.36890 -0.79787  0.045
2 O -2.99192 1.40600 -0.13578  0.140
3 O 2.50940 -0.64441 -1.51228  -0.008
4 O -1.96920 -0.31900 -1.10062  0.114
5 O 3.18928 -0.38154 0.48112  -0.035
6 O -1.19755 0.46229 0.84427  0.165
7 O 0.02243 -1.44014 1.37164  0.068
8 N -0.73418 -1.02708 -0.84540  -0.071
9 N 2.38388 -0.13716 -0.42578  -0.528
10 C -2.10702 0.60284 -0.11362  -0.567
11 C -0.36942 -0.61144 0.55653  -0.486
12 C 1.28539 0.63427 -0.21819  -0.013
13 H 1.43620 1.22989 0.67204  0.100
14 H -0.32716 -2.50949 -0.04051  0.042
15 H 0.81637 0.82080 -1.05959  0.034



Entry from OMol25: a 2-piece molecular cluster, C5H7F overall (the ωB97M-V functional and the def2-TZVPD basis).

As for the charge: 0. The calculation puts the largest force on an atom at 5.4 eV/A. The calculation puts the energy at -8010.79642 eV. For the orbital gap, the calculation gives 10.567 eV.

Each line ends with the Löwdin charge.
CARTESIAN COORDINATES (ANGSTROEM)
1 F -2.32023 -0.66710 -0.20896  -0.037
2 C -0.48909 1.62883 0.04844  -0.103
3 C 1.68326 -0.47746 -0.00076  -0.022
4 C 2.59164 -1.21866 -0.22874  -0.030
5 C -0.23288 0.22535 0.56241  -0.165
6 C -0.95305 -0.83030 -0.23856  -0.269
7 H -0.76064 -1.79781 0.34590  0.141
8 H -0.53086 -0.90407 -1.16116  0.074
9 H 0.10197 2.25457 0.58518  0.023
10 H 3.23492 -1.91357 -0.68441  -0.004
11 H -0.38575 1.81226 -1.07248  0.113
12 H -0.30450 0.11275 1.70258  0.142
13 H -1.63480 1.77523 0.35055  0.136



Entry from OMol25: a 2-piece molecular cluster, C2H2O2S overall (the ωB97M-V functional and the def2-TZVPD basis).

As for the charge: 0. The calculation puts the largest force on an atom at 2.9 eV/A. The calculation puts the energy at -17033.24562 eV. As for the SMILES: C=C=O.O=S. For the orbital gap (spin up / spin down), the calculation gives 7.514 / 7.507 eV.

Each line ends with the Löwdin charge.
CARTESIAN COORDINATES (ANGSTROEM)
1 S 3.96956 0.59916 -0.69576  0.727
2 O 3.07797 0.30023 0.46592  -0.701
3 O 0.24535 -1.64024 -0.84102  0.127
4 C 0.68991 -1.87672 1.59042  -0.009
5 C 0.35059 -1.80490 0.33277  -0.262
6 H 1.63640 -1.48180 1.84372  0.027
7 H 0.27574 -2.38981 2.51846  0.091



Entry from OMol25: CH3IOS2 as an isolated structure (the ωB97M-V functional and the def2-TZVPD basis).

As for the charge: 0. The calculation puts the largest force on an atom at 3.3 eV/A. The calculation puts the energy at -32900.32885 eV. For the orbital gap (spin up / spin down), the calculation gives 6.714 / 6.793 eV.

Each line ends with the Löwdin charge.
CARTESIAN COORDINATES (ANGSTROEM)
1 I -1.05825 0.75462 2.36726  0.506
2 S -2.36612 -0.78606 -1.61699  0.040
3 S -0.60226 0.68628 -0.03385  0.177
4 O -0.10487 1.83488 -0.71997  -0.513
5 C 0.81912 -0.44836 -0.01843  -0.330
6 H 0.44341 -1.16698 0.71678  0.013
7 H 1.68048 0.06111 0.25572  0.024
8 H 1.18850 -0.93548 -0.95052  0.083



Entry from OMol25: a 3-piece molecular cluster, C5H16N2O overall (the ωB97M-V functional and the def2-TZVPD basis).

As for the charge: 0. The calculation puts the largest force on an atom at 1.8 eV/A. The calculation puts the energy at -10468.37319 eV. As for the SMILES: C=CC.CNNO.C. For the orbital gap, the calculation gives 9.114 eV.

Each line ends with the Löwdin charge.
CARTESIAN COORDINATES (ANGSTROEM)
1 O 0.21676 1.64854 2.24677  -0.086
2 N -1.62527 0.46128 1.79636  -0.162
3 N -0.69244 1.33451 1.20213  -0.145
4 C 0.57373 -1.92189 0.52506  -0.028
5 C -2.70072 -0.00219 0.96050  -0.131
6 C 1.00861 0.78190 -1.94363  -0.222
7 C 1.32802 1.28153 -0.76068  -0.072
8 C 1.55054 -0.47187 -2.55983  -0.109
9 H 1.64612 -1.78771 0.50072  0.024
10 H -0.04712 0.92523 0.47884  0.031
11 H -1.17553 -0.31328 2.29790  0.106
12 H -2.95675 0.79015 0.26027  0.077
13 H 0.29120 -2.36681 1.47188  0.025
14 H 1.07774 2.31687 -0.52307  0.078
15 H 0.27339 1.29312 -2.55259  0.098
16 H -2.46471 -0.91281 0.39276  0.065
17 H -0.28130 2.21797 2.84888  0.087
18 H 1.87892 -0.25751 -3.57561  0.072
19 H -3.56219 -0.20073 1.59937  0.072
20 H 2.39509 -0.85254 -1.99151  0.070
21 H 0.78950 -1.24930 -2.62225  0.069
22 H 2.11405 0.83306 -0.16818  0.077
23 H 0.27300 -2.57784 -0.28194  0.025
24 H 0.08934 -0.96970 0.39788  -0.024